(1)
The following is a DFT calculation (wB97M-V/def2-TZVPD) of a 6-piece molecular cluster, C43H45ClF41NO12S3 overall.

The energy above the lowest of the compared OMol25 structures with the same formula, charge and spin comes out at 0.0 kcal/mol. As for the HOMO-LUMO gap: 8.39 eV. The value obtained for the molar mass is 1678.40 g/mol. The lowest unoccupied orbital energy comes out at -0.7132 eV. The energy comes out at -8372.33551 hartree. The calculation puts the HOMO energy at -9.1 eV. The value obtained for the largest force on an atom is 0.9 eV/A.

Each line ends with the Löwdin charge.
Positions of all 146 atoms, in Å:
C -8.2903 7.8982 -0.1090  -0.0968
C -7.9401 6.4894 -0.6237  -0.2347
C -8.5557 5.3544 0.2203  -0.1928
C -7.6426 4.1233 0.2954  -0.1422
C -8.2971 2.7370 0.1938  -0.3813
C -9.2984 2.5775 -0.9700  -0.1540
C -9.0170 3.3866 -2.2565  -0.2403
C -9.2456 2.5419 -3.5255  -0.5424
S -8.1901 3.0148 -4.9359  0.7146
C -7.1094 1.7094 0.2140  -0.2662
C -6.4635 1.4811 -1.1688  -0.0830
C -5.1972 2.2831 -1.4051  -0.2078
C -4.2032 2.4027 -0.4221  -0.0274
C -3.0210 3.1044 -0.6666  -0.0619
C -2.7982 3.6955 -1.9134  -0.0823
C -3.7834 3.5920 -2.8951  -0.0651
C -4.9700 2.8885 -2.6488  -0.0412
C -7.3455 0.3535 0.8838  -0.5558
Cl -8.4208 -0.7433 -0.0059  0.7772
C -7.7348 0.5216 2.3740  -0.5950
O -8.5837 -0.4741 2.7758  -0.0937
N -9.0580 -0.2448 4.1904  0.0826
O -10.0839 -0.7113 4.3200  0.1792
S -6.1337 0.3570 3.3254  0.7052
O -5.9464 -1.0134 3.6425  -0.2101
O -5.1181 1.1122 2.6625  -0.2368
F -6.4870 1.1290 4.6285  -0.1117
O -8.1880 1.8198 2.6999  -0.1662
S -9.2937 2.4308 1.6737  0.7037
O -9.7258 3.6456 2.2814  -0.2141
O -10.2595 1.4092 1.4089  -0.2385
H -7.3926 8.4808 0.0816  0.0658
H -8.8823 8.4508 -0.8360  0.0651
H -8.8775 7.8529 0.8059  0.0651
H -8.3144 6.4012 -1.6431  0.0969
H -6.8586 6.3644 -0.6516  0.1022
H -8.7710 5.7251 1.2169  0.0992
H -9.5148 5.0921 -0.2248  0.1047
H -7.1319 4.1491 1.2615  0.1359
H -6.8532 4.1754 -0.4536  0.1129
H -9.4440 1.5292 -1.2109  0.0882
H -10.2634 2.9263 -0.6039  0.1153
H -8.0155 3.8061 -2.2952  0.0787
H -9.7362 4.2010 -2.3020  0.1116
H -9.0867 1.4881 -3.3149  0.0587
H -10.2491 2.6996 -3.9094  0.0619
H -7.3426 3.8237 -4.2975  -0.1682
H -6.3523 2.1776 0.8394  0.1091
H -7.1470 1.6338 -1.9988  0.1024
H -6.1721 0.4307 -1.2241  0.1204
H -4.3400 1.9379 0.5439  0.0914
H -2.2818 3.1655 0.1200  0.1039
H -1.8725 4.2129 -2.1142  0.0781
H -3.6284 4.0513 -3.8622  0.1025
H -5.6948 2.7985 -3.4443  0.0622
H -6.3835 -0.1532 0.8670  0.1062
F 0.2569 1.4681 0.1158  0.0933
C 1.6047 1.5318 0.1185  -0.2937
F 1.9575 2.8401 0.1671  0.0942
C 2.1993 0.9278 -1.1523  -0.4274
F 1.8168 1.6640 -2.2240  0.1229
F 3.5464 1.0771 -1.0177  0.1153
C 1.9632 -0.5620 -1.4298  -0.0429
O 0.9348 -0.8908 -2.3499  0.0595
C -0.3612 -1.0543 -1.9628  -0.5485
F -0.5060 -1.0393 -0.6259  0.1547
F -0.7688 -2.2716 -2.3947  0.1403
C -1.2803 -0.0233 -2.6286  -0.2789
F -0.8830 1.2163 -2.2896  0.0966
F -2.5433 -0.2134 -2.1867  0.1001
H 1.9945 1.0244 0.9999  0.1719
H 2.8693 -0.8875 -1.9260  0.1154
H 1.8833 -1.1346 -0.5076  0.1426
H -1.2558 -0.1264 -3.7148  0.1772
F 5.9008 -3.5809 -3.4220  0.1059
C 4.7866 -3.1489 -2.8043  -0.2974
F 4.5639 -1.8650 -3.1756  0.0959
C 4.9628 -3.1898 -1.2862  -0.4283
F 5.9293 -2.3259 -0.9103  0.1381
F 3.7824 -2.7169 -0.7788  0.0921
C 5.2014 -4.5591 -0.6397  -0.0402
O 6.5392 -4.8814 -0.3182  0.0576
C 7.3781 -5.4716 -1.2129  -0.5381
F 6.7514 -5.8365 -2.3403  0.1629
F 7.8474 -6.6085 -0.6312  0.1233
C 8.6057 -4.6011 -1.5041  -0.2855
F 8.2215 -3.4236 -2.0309  0.1053
F 9.3865 -5.2427 -2.3981  0.1066
H 3.9324 -3.7581 -3.1120  0.1781
H 4.7079 -4.5098 0.3226  0.1251
H 4.7112 -5.3616 -1.1920  0.1530
H 9.1666 -4.4238 -0.5844  0.1760
F 7.1687 -12.4622 1.9826  0.0972
C 8.2546 -12.9726 2.5964  -0.3077
F 7.9402 -13.2086 3.8897  0.0992
C 9.4216 -11.9830 2.5523  -0.4443
F 9.1094 -10.8767 3.2564  0.1381
F 10.4443 -12.6121 3.2041  0.0998
C 9.9756 -11.5937 1.1759  -0.0446
O 9.5538 -10.3614 0.6359  0.0549
C 8.4268 -10.2486 -0.1245  -0.5468
F 7.8807 -11.4443 -0.4106  0.1523
F 8.7835 -9.6784 -1.2970  0.1476
C 7.4084 -9.3059 0.5231  -0.2891
F 7.0335 -9.7792 1.7305  0.1003
F 6.3116 -9.2404 -0.2661  0.1004
H 8.5328 -13.9182 2.1233  0.1728
H 11.0426 -11.4576 1.3426  0.1494
H 9.8746 -12.4100 0.4599  0.1482
H 7.8319 -8.3152 0.6471  0.1508
F 2.5878 -0.5719 4.1751  0.0910
C 2.8479 0.4255 5.0504  -0.3040
F 2.2778 1.5565 4.5780  0.0980
C 4.3538 0.6621 5.1796  -0.4476
F 4.8515 1.0832 4.0000  0.1398
F 4.4690 1.6892 6.0695  0.1052
C 5.2081 -0.4785 5.7445  -0.0396
O 5.9366 -1.2873 4.8423  0.0563
C 5.4161 -2.4020 4.2546  -0.5490
F 4.1835 -2.6970 4.7037  0.1554
F 6.2209 -3.4379 4.5799  0.1456
C 5.4573 -2.3239 2.7219  -0.2689
F 4.7288 -1.2895 2.2615  0.1039
F 4.9301 -3.4771 2.2322  0.0862
H 2.4047 0.1882 6.0204  0.1738
H 5.9833 0.0282 6.3160  0.1504
H 4.6412 -1.0785 6.4570  0.1492
H 6.4878 -2.2210 2.3791  0.1784
F 3.5057 7.5598 -3.6439  0.0977
C 4.0091 8.2539 -2.6042  -0.3079
F 5.3583 8.2202 -2.6837  0.0990
C 3.5838 7.6282 -1.2736  -0.4446
F 4.1123 6.3951 -1.1588  0.1414
F 4.1559 8.4151 -0.3134  0.0989
C 2.0846 7.5933 -0.9506  -0.0432
O 1.4067 6.3781 -1.1752  0.0579
C 0.8479 6.0673 -2.3766  -0.5373
F 0.8816 7.1008 -3.2382  0.1523
F -0.4618 5.7847 -2.1560  0.1221
C 1.4707 4.8044 -2.9794  -0.2852
F 2.7864 4.9927 -3.1941  0.1083
F 0.8723 4.5545 -4.1674  0.1012
H 3.6791 9.2945 -2.6641  0.1725
H 2.0363 7.7265 0.1286  0.1497
H 1.5615 8.4421 -1.3926  0.1479
H 1.3327 3.9552 -2.3098  0.1524

=====

(2)
The following is a DFT calculation (wB97M-V/def2-TZVPD) of a 11-piece molecular cluster, C43H46Cl6N8 overall in a non-equilibrium geometry.

The energy above the lowest of the compared OMol25 structures with the same formula, charge and spin comes out at 25.5 kcal/mol. As for the HOMO-LUMO gap: 9.71 eV. The value obtained for the molar mass is 887.62 g/mol. The lowest unoccupied orbital energy comes out at 0.2886 eV. The energy comes out at -4865.24800 hartree. The calculation puts the HOMO energy at -9.4 eV. The value obtained for the largest force on an atom is 2.3 eV/A.

Each line ends with the Löwdin charge.
Positions of all 103 atoms, in Å:
C 1.4644 1.1780 1.2892  -0.0696
C 0.2724 0.6173 1.7441  -0.1090
C -0.4220 -0.3180 0.9735  -0.1787
N -0.0040 -0.7151 -0.2042  0.0544
C 1.1188 -0.1617 -0.6883  -0.1457
C 1.9027 0.7337 0.0133  -0.0413
H 2.1046 1.7874 1.9085  0.0813
H -0.1685 0.9046 2.6901  0.0765
H -1.4542 -0.5469 1.2261  0.0889
H 1.4783 -0.5483 -1.6343  0.0778
H 2.7873 1.1840 -0.4081  0.0534
C 2.7150 0.5136 -5.3795  -0.0730
C 2.6968 -0.7465 -4.8041  -0.0874
C 1.9341 -1.7754 -5.3778  -0.1513
N 1.1671 -1.6302 -6.4651  0.0710
C 1.1081 -0.3803 -6.9445  -0.1862
C 1.8779 0.6586 -6.4958  -0.0908
H 3.2690 1.3907 -5.0783  0.0941
H 3.1496 -0.9560 -3.8427  0.0966
H 2.0277 -2.7403 -4.8955  0.0719
H 0.3720 -0.2242 -7.7255  0.1066
H 1.7033 1.6362 -6.9287  0.1066
C -4.2351 -1.8061 -2.7838  -0.0665
C -2.9634 -1.5518 -2.2575  -0.0648
C -2.7199 -0.3594 -1.6128  -0.1609
N -3.6151 0.6529 -1.5580  0.0713
C -4.8616 0.3703 -1.9515  -0.1438
C -5.1656 -0.8037 -2.6325  -0.0865
H -4.5613 -2.7142 -3.2701  0.1057
H -2.2114 -2.3268 -2.3408  0.0791
H -1.7628 -0.1335 -1.1584  0.0631
H -5.6102 1.1422 -1.8349  0.1033
H -6.1704 -0.9452 -3.0134  0.0999
C 0.0006 1.2824 -3.4971  -0.0944
C -0.8431 0.9001 -4.5180  -0.0822
C -1.8471 1.7590 -4.9393  -0.1313
N -1.9609 3.0154 -4.4642  0.0630
C -1.0816 3.3936 -3.5342  -0.1547
C -0.0920 2.5669 -2.9926  -0.0647
H 0.7392 0.5604 -3.1695  0.0703
H -0.7503 -0.0629 -5.0040  0.0960
H -2.5864 1.4129 -5.6485  0.1033
H -1.2045 4.4091 -3.1766  0.0989
H 0.6022 2.8968 -2.2309  0.0866
C -4.2728 -2.7615 2.6606  -0.0894
C -4.9548 -2.4512 3.8215  -0.0765
C -5.2199 -1.1112 4.0517  -0.1760
N -4.9769 -0.1438 3.1455  0.0612
C -4.2183 -0.4339 2.0888  -0.1642
C -3.8294 -1.7496 1.8416  -0.0971
H -4.0588 -3.8007 2.4435  0.1079
H -5.2596 -3.1959 4.5435  0.1039
H -5.7576 -0.7062 4.9006  0.1038
H -3.9384 0.3763 1.4277  0.0560
H -3.3979 -2.0022 0.8788  0.0922
C 1.8089 -2.6483 2.3374  -0.0636
C 1.9796 -2.4888 3.7080  -0.0780
C 3.0920 -2.9888 4.3653  -0.1493
N 3.9392 -3.8159 3.7495  0.0524
C 3.7204 -4.0926 2.4632  -0.1641
C 2.6942 -3.5464 1.7278  -0.0736
H 0.8889 -2.5013 1.7895  0.0851
H 1.2711 -1.9454 4.3251  0.0746
H 3.1909 -2.8412 5.4324  0.1029
H 4.3492 -4.8717 2.0483  0.1019
H 2.4832 -3.9123 0.7306  0.0957
C -0.6198 -5.2620 -1.3936  -0.0813
C -0.3064 -3.9078 -1.3915  -0.0821
C 0.5536 -3.4696 -2.3960  -0.1414
N 1.0777 -4.2745 -3.3338  0.0571
C 0.6982 -5.5548 -3.3439  -0.1380
C -0.1279 -6.0829 -2.3685  -0.0823
H -1.2831 -5.6425 -0.6253  0.1075
H -0.7138 -3.1962 -0.6873  0.0781
H 0.7281 -2.4170 -2.5868  0.0818
H 1.0669 -6.2439 -4.0934  0.1061
H -0.3185 -7.1482 -2.3992  0.1046
C 2.9145 4.5398 4.3815  -0.0845
C 2.4154 5.7826 4.0046  -0.0768
C 2.6824 6.8796 4.8324  -0.1568
N 3.2770 6.7781 6.0116  0.0518
C 3.7380 5.5597 6.3622  -0.1508
C 3.5762 4.4438 5.5911  -0.0871
H 2.7610 3.6580 3.7736  0.0853
H 1.9099 5.9680 3.0668  0.0728
H 2.4733 7.8957 4.5166  0.1029
H 4.1572 5.5513 7.3604  0.1029
H 3.9664 3.4897 5.9223  0.1039
Cl -1.5329 0.2869 7.2834  0.5168
C -2.5145 0.0911 5.8278  -0.9874
Cl -1.5831 -0.7817 4.5750  0.5380
H -3.3117 -0.6137 6.0303  0.0023
H -2.8306 1.0610 5.4654  0.0362
Cl 3.9971 3.0358 -2.1865  0.5110
C 5.1798 3.1691 -0.8787  -0.9944
Cl 4.4106 3.7293 0.6316  0.5090
H 5.7014 2.2275 -0.7514  0.0338
H 5.8658 3.9248 -1.2458  0.0201
Cl -0.1346 4.1155 1.9322  0.5660
C -1.1085 3.3224 0.7062  -1.0278
Cl -2.7426 2.9581 1.2695  0.5530
H -1.0626 3.8977 -0.2132  0.0264
H -0.6925 2.3428 0.4859  -0.0194